Record 1
Computed, not measured: 14 unconnected molecules or ions with the total composition C46H111BF3N2O17 at a distorted geometry, with ωB97M-V/def2-TZVPD.

Positions of all 180 atoms, in Å:
1 C 0.031 -1.898 -4.114
2 C 0.678 -0.677 -3.802
3 C -0.100 0.702 -3.425
4 O -0.284 0.906 -1.988
5 B 1.007 1.312 -1.364
6 C 1.426 -0.096 -0.566
7 C 0.729 -0.002 0.887
8 C 0.251 -1.436 1.471
9 C -0.241 -1.175 2.981
10 N -1.709 -0.987 3.136
11 C -2.544 -1.967 3.822
12 C -4.056 -1.521 3.906
13 C -4.046 -0.127 3.167
14 C -2.576 0.099 2.746
15 C 1.042 2.713 -0.481
16 C 2.606 2.924 -0.072
17 C 2.807 3.932 1.152
18 F 2.483 5.280 0.877
19 F 2.122 3.418 2.300
20 F 4.219 3.902 1.483
21 O 1.817 1.685 -2.556
22 C 0.920 1.937 -3.692
23 C 1.982 1.823 -4.916
24 C 2.819 3.202 -4.972
25 C 4.261 3.070 -5.658
26 C 4.800 4.598 -5.869
27 N 5.065 5.308 -4.579
28 C 0.224 3.378 -3.816
29 O -1.112 3.460 -3.252
30 O -1.982 3.114 -4.259
31 H 0.640 -2.654 -4.735
32 H -1.013 -2.199 -3.745
33 H 1.817 -0.675 -3.777
34 H -1.042 0.602 -4.060
35 H 0.958 -1.025 -1.074
36 H 2.566 -0.222 -0.534
37 H -0.238 0.631 0.816
38 H 1.428 0.537 1.622
39 H 1.218 -2.065 1.552
40 H -0.510 -1.963 0.808
41 H 0.247 -0.180 3.312
42 H 0.094 -1.993 3.698
43 H -2.074 -2.934 4.237
44 H -4.934 -2.048 4.397
45 H -4.934 0.569 3.027
46 H -2.218 1.043 2.211
47 H 0.774 3.643 -1.102
48 H 0.350 2.717 0.427
49 H 3.212 3.280 -0.987
50 H 3.103 1.937 0.249
51 H 1.374 1.707 -5.879
52 H 2.740 0.994 -4.731
53 H 2.952 3.707 -3.958
54 H 2.222 3.950 -5.625
55 H 5.032 2.489 -5.054
56 H 4.150 2.648 -6.721
57 H 5.693 4.660 -6.577
58 H 3.912 5.153 -6.360
59 H 5.163 4.641 -3.799
60 H 4.283 5.940 -4.366
61 H 0.100 3.602 -4.944
62 H 0.853 4.194 -3.308
63 H -2.733 2.598 -3.883
64 C 2.962 -4.652 -2.263
65 C 2.851 -3.968 -0.914
66 O 1.492 -3.676 -0.622
67 H 2.547 -4.016 -3.050
68 H 4.004 -4.877 -2.503
69 H 2.389 -5.584 -2.272
70 H 3.405 -3.027 -0.916
71 H 3.254 -4.605 -0.119
72 H 1.009 -4.513 -0.613
73 C -3.843 0.763 7.430
74 C -4.346 1.836 6.485
75 O -5.448 1.344 5.731
76 H -3.537 -0.126 6.873
77 H -2.992 1.125 8.013
78 H -4.634 0.451 8.118
79 H -3.560 2.129 5.786
80 H -4.667 2.725 7.038
81 H -6.141 1.095 6.355
82 C -3.899 6.014 7.635
83 C -4.507 5.189 8.751
84 O -3.481 4.657 9.582
85 H -3.221 5.404 7.032
86 H -4.674 6.425 6.986
87 H -3.308 6.840 8.042
88 H -5.078 4.354 8.341
89 H -5.179 5.797 9.367
90 H -2.986 5.402 9.948
91 C -4.591 -3.824 -0.008
92 C -5.205 -4.651 1.103
93 O -4.188 -5.177 1.936
94 H -3.910 -4.434 -0.608
95 H -5.364 -3.412 -0.662
96 H -4.002 -2.999 0.404
97 H -5.775 -5.486 0.687
98 H -5.880 -4.045 1.716
99 H -3.706 -4.423 2.304
100 C -5.803 -0.135 -4.756
101 C -4.619 0.791 -4.950
102 O -4.310 1.455 -3.729
103 H -6.677 0.426 -4.414
104 H -6.055 -0.647 -5.688
105 H -5.586 -0.885 -3.990
106 H -4.847 1.552 -5.699
107 H -3.737 0.234 -5.280
108 H -4.100 0.776 -3.072
109 C 1.405 -4.443 6.970
110 C 0.899 -3.374 6.023
111 O -0.196 -3.871 5.261
112 H 1.720 -5.330 6.414
113 H 2.250 -4.076 7.558
114 H 0.612 -4.761 7.655
115 H 1.686 -3.075 5.328
116 H 0.570 -2.486 6.574
117 H -0.892 -4.125 5.881
118 C -5.288 -3.897 9.289
119 C -5.503 -2.429 8.977
120 O -5.241 -2.175 7.603
121 H -4.262 -4.193 9.052
122 H -5.480 -4.105 10.345
123 H -5.948 -4.523 8.681
124 H -4.826 -1.810 9.569
125 H -6.532 -2.129 9.201
126 H -5.849 -2.719 7.085
127 C -1.731 -4.332 -7.260
128 C -1.080 -2.985 -7.501
129 O 0.333 -3.130 -7.569
130 H -1.364 -4.775 -6.331
131 H -2.818 -4.236 -7.200
132 H -1.485 -5.031 -8.066
133 H -1.310 -2.298 -6.684
134 H -1.434 -2.540 -8.437
135 H 0.530 -3.733 -8.300
136 C 6.387 -1.093 -7.421
137 C 6.310 -0.372 -6.090
138 O 4.964 -0.016 -5.801
139 H 5.997 -0.461 -8.223
140 H 7.418 -1.368 -7.658
141 H 5.776 -2.001 -7.406
142 H 6.903 0.545 -6.117
143 H 6.688 -1.005 -5.280
144 H 4.446 -0.832 -5.770
145 C -6.990 8.595 4.212
146 C -5.601 8.893 4.742
147 O -4.963 7.690 5.154
148 H -7.596 8.105 4.979
149 H -7.493 9.512 3.897
150 H -6.940 7.910 3.360
151 H -5.656 9.558 5.606
152 H -4.985 9.373 3.975
153 H -4.909 7.109 4.383
154 C 4.437 -3.881 -9.678
155 C 3.487 -5.042 -9.895
156 O 2.229 -4.566 -10.362
157 H 4.022 -3.176 -8.953
158 H 5.406 -4.233 -9.313
159 H 4.592 -3.328 -10.609
160 H 3.318 -5.578 -8.959
161 H 3.891 -5.746 -10.629
162 H 2.384 -4.101 -11.194
163 C 6.614 1.147 -0.303
164 C 5.685 -0.033 -0.509
165 O 4.413 0.416 -0.956
166 H 6.195 1.842 0.429
167 H 7.596 0.816 0.046
168 H 6.743 1.706 -1.235
169 H 5.542 -0.575 0.428
170 H 6.094 -0.728 -1.251
171 H 4.545 0.887 -1.791
172 C 5.835 -1.374 5.258
173 C 4.903 -2.549 5.039
174 O 3.632 -2.093 4.595
175 H 5.417 -0.686 5.997
176 H 6.815 -1.711 5.606
177 H 5.966 -0.806 4.333
178 H 4.757 -3.101 5.971
179 H 5.311 -3.237 4.291
180 H 3.767 -1.614 3.766

The total charge is -1. The total energy is -3531.923968 hartree. The calculation puts the LUMO energy at 1.93 eV.

Results of the Mulliken charge analysis, in e, for atoms 1 through 2:
1. C -1.045
2. C 0.093

---

Record 2
Computed, not measured: a single C4H11NS molecule, with ωB97M-V/def2-TZVPD.

Positions of all 17 atoms, in Å:
1 C 1.493 -0.518 0.228
2 C 0.021 -0.832 -0.086
3 C -0.784 0.339 -0.629
4 C -1.048 1.447 0.380
5 S 0.307 2.671 0.580
6 N -0.027 -1.919 -1.077
7 H 1.771 0.435 -0.208
8 H 1.626 -0.411 1.303
9 H 2.114 -1.311 -0.170
10 H -0.498 -1.139 0.829
11 H -1.749 -0.022 -0.993
12 H -0.253 0.747 -1.483
13 H -1.267 1.045 1.360
14 H -1.878 2.055 0.045
15 H 0.660 2.403 1.843
16 H -0.971 -2.271 -1.208
17 H 0.482 -2.718 -0.712

The SMILES is C[C@H](N)CCS. As for the relative energy (zero: lowest compared OMol25 entry of this formula, charge and spin): 5.2 kcal/mol. The total energy is -611.933872 hartree. The calculation puts the LUMO energy at 0.93 eV.

Results of the Mulliken charge analysis, in e, for atoms 1 through 2:
1. C -1.210
2. C 0.660

---

Record 3
Computed, not measured: a molecular structure, C17H30NO5 at a distorted geometry, with ωB97M-V/def2-TZVPD.

Positions of all 53 atoms, in Å:
1 C -6.469 -0.328 0.035
2 H -6.200 -0.895 -0.972
3 H -7.306 -0.556 0.356
4 H -6.535 0.696 -0.324
5 C -5.351 -0.749 0.786
6 C -4.128 -0.218 0.395
7 C -3.393 -1.131 -0.250
8 C -2.145 -0.567 -1.126
9 C -1.741 0.755 -0.944
10 C -2.408 1.564 -0.101
11 C -3.685 1.374 0.508
12 H -4.314 1.970 0.967
13 H -2.124 2.454 -0.062
14 O -0.475 1.127 -1.445
15 C 0.108 2.265 -1.358
16 C 0.735 2.307 0.262
17 H 0.162 1.833 0.980
18 H 1.069 3.320 0.425
19 O 2.056 1.611 0.043
20 C 2.707 1.632 1.399
21 H 3.029 2.616 1.336
22 H 2.025 1.388 2.314
23 C 3.956 0.773 1.204
24 O 4.640 0.973 0.158
25 H 5.002 2.008 -0.262
26 C 3.648 -0.803 1.121
27 H 3.142 -1.255 2.098
28 N 2.619 -0.970 0.037
29 H 1.877 -0.323 0.129
30 C 3.246 -1.328 -1.198
31 C 2.328 -0.569 -2.401
32 O 0.989 -1.252 -2.391
33 H 0.399 -0.484 -2.369
34 H 2.734 -1.026 -3.355
35 H 2.261 0.338 -2.208
36 H 3.416 -2.149 -1.417
37 H 4.193 -0.757 -1.449
38 C 1.707 -2.261 0.663
39 C 0.686 -1.850 1.512
40 O 0.055 -0.493 1.340
41 H -0.459 -0.758 0.746
42 H -0.212 -2.589 1.794
43 H 1.089 -1.878 2.505
44 H 2.266 -3.274 0.732
45 H 1.058 -2.467 -0.590
46 H 4.615 -1.498 0.964
47 H 4.668 0.704 2.086
48 H 1.003 2.246 -1.977
49 H -0.568 3.197 -1.422
50 H -1.678 -1.204 -1.560
51 H -3.605 -1.974 -0.604
52 H -5.309 -1.591 1.131
53 H -5.384 0.046 1.758

As for the relative energy (zero: lowest compared OMol25 entry of this formula, charge and spin): 423.2 kcal/mol. The total charge is +1. The total energy is -1095.808465 hartree. The calculation puts the LUMO energy at -2.36 eV.

Results of the Mulliken charge analysis, in e, for atoms 1 through 2:
1. C -1.276
2. H 0.243

---

Record 4
Computed, not measured: a single C4H10N2O molecule at a distorted geometry, with ωB97M-V/def2-TZVPD.

Positions of all 17 atoms, in Å:
1 C -0.758 -0.117 0.306
2 C -1.963 -0.996 0.057
3 N 2.195 0.713 -0.078
4 N -1.025 1.246 0.300
5 C 1.448 -0.487 -0.011
6 C 0.349 -0.643 0.989
7 O 2.443 1.196 -1.381
8 H 1.587 1.370 -1.811
9 H 1.816 1.456 0.504
10 H 0.680 -0.488 -0.991
11 H -0.380 1.834 0.804
12 H -1.949 1.573 0.064
13 H 2.126 -1.344 -0.057
14 H 0.245 -1.681 1.283
15 H -1.652 -2.014 -0.171
16 H -2.597 -1.028 0.948
17 H -2.566 -0.588 -0.754

The SMILES is C/C(N)=C/CNO. As for the relative energy (zero: lowest compared OMol25 entry of this formula, charge and spin): 141.4 kcal/mol. The total energy is -342.976070 hartree. The calculation puts the LUMO energy (spin up / spin down) at 0.37 / 0.37 eV.

Results of the Mulliken charge analysis, in e, for atoms 1 through 2:
1. C 0.600
2. C -1.405

---

Record 5
Computed, not measured: a molecular structure, C23H15N7SSe2SnTe2 at a distorted geometry, with ωB97M-V/def2-TZVPD.

Positions of all 51 atoms, in Å:
1 Sn -0.509 -0.293 0.216
2 S 5.476 0.040 5.337
3 N 3.905 -0.038 5.649
4 C 3.317 0.019 4.480
5 C 1.866 -0.062 4.253
6 C 0.929 -0.133 5.284
7 C -0.402 -0.265 4.974
8 C -0.769 -0.345 3.632
9 N 0.114 -0.239 2.648
10 C 1.415 -0.078 2.942
11 C 2.359 0.116 1.792
12 N 1.829 0.217 0.546
13 C 2.650 0.425 -0.497
14 C 4.029 0.537 -0.347
15 C 4.569 0.429 0.908
16 C 3.728 0.221 2.001
17 C 4.222 0.129 3.384
18 N 5.485 0.150 3.737
19 H 1.273 -0.081 6.312
20 H -1.160 -0.311 5.746
21 H -1.804 -0.492 3.335
22 H 2.171 0.516 -1.473
23 H 4.650 0.713 -1.215
24 H 5.639 0.512 1.078
25 Se -2.777 -2.134 -1.137
26 Te -4.203 -0.209 -1.693
27 Te -3.218 2.240 -0.894
28 Se -0.965 2.193 0.315
29 C -0.058 0.970 -4.492
30 C -0.226 0.974 -3.116
31 N -0.307 -0.159 -2.414
32 C -0.224 -1.328 -3.052
33 C -0.040 -1.432 -4.422
34 C 0.029 -0.247 -5.148
35 C -0.012 -2.780 -5.069
36 C 0.811 -3.205 -6.022
37 C 2.032 -2.527 -6.559
38 C 2.868 -1.725 -5.794
39 C 3.990 -1.205 -6.403
40 N 4.295 -1.436 -7.688
41 C 3.439 -2.234 -8.336
42 N 2.332 -2.800 -7.836
43 H -0.005 1.907 -5.034
44 H -0.309 1.897 -2.552
45 H -0.344 -2.219 -2.437
46 H 0.133 -0.286 -6.228
47 H -0.802 -3.456 -4.744
48 H 0.614 -4.166 -6.490
49 H 2.655 -1.528 -4.751
50 H 4.686 -0.578 -5.848
51 H 3.669 -2.454 -9.377

As for the relative energy (zero: lowest compared OMol25 entry of this formula, charge and spin): 39.2 kcal/mol. The total energy is -7220.215526 hartree. The calculation puts the LUMO energy at -1.28 eV.

Results of the Mulliken charge analysis, in e, for atoms 1 through 2:
1. Sn 0.844
2. S 0.130

---

Record 6
Computed, not measured: a molecular structure, C5H20N7O9P2S4Sn at a distorted geometry, with ωB97M-V/def2-TZVPD.

Positions of all 48 atoms, in Å:
1 Sn -1.496 0.092 -0.723
2 C 1.025 2.716 3.060
3 C 0.890 2.668 1.550
4 O 1.855 3.715 1.102
5 P 1.522 1.086 0.742
6 O 2.849 1.469 -0.087
7 O 2.060 0.103 1.860
8 O 0.614 0.313 -0.224
9 P -0.961 2.873 1.076
10 O -0.773 3.605 -0.383
11 O -1.817 3.643 1.976
12 O -1.622 1.475 0.823
13 H 2.105 2.660 3.308
14 H 0.569 1.859 3.601
15 H 0.638 3.633 3.434
16 H 1.359 4.307 0.488
17 H 3.306 2.313 0.145
18 H 2.046 -0.883 1.552
19 H -1.412 4.363 -0.349
20 N -1.633 -1.268 1.267
21 C -3.071 -1.615 1.485
22 C -3.984 -0.500 0.945
23 N -3.661 -0.162 -0.430
24 H -0.972 -2.043 1.306
25 H -1.359 -0.493 1.887
26 H -3.308 -1.734 2.568
27 H -3.289 -2.578 1.005
28 H -3.852 0.416 1.582
29 H -5.044 -0.837 0.989
30 H -4.102 0.702 -0.841
31 H -3.866 -0.861 -1.154
32 N 3.530 -0.386 -2.287
33 N 2.798 -1.491 -2.732
34 C 2.471 -2.479 -1.922
35 N 1.938 -3.647 -2.551
36 N 2.702 -2.276 -0.659
37 N 1.817 -2.937 0.227
38 O 1.038 -3.846 -0.048
39 O 1.868 -2.411 1.420
40 H 2.977 0.450 -2.558
41 H 3.546 -0.472 -1.255
42 H 2.800 -1.690 -3.744
43 H 2.337 -4.022 -3.401
44 H 1.566 -4.303 -1.859
45 S -1.767 1.705 -2.456
46 S -1.810 0.430 -4.100
47 S -1.494 -1.580 -3.777
48 S -0.931 -2.082 -1.860

As for the relative energy (zero: lowest compared OMol25 entry of this formula, charge and spin): 82.2 kcal/mol. The total charge is -1. The total energy is -3752.845846 hartree. The calculation puts the LUMO energy (spin up / spin down) at 2.37 / 2.22 eV.

Results of the Mulliken charge analysis, in e, for atoms 1 through 2:
1. Sn 0.762
2. C -1.635